# 1
Entry from the OMol25 dataset: a structure of composition C20H12N2O8S3Zn (ωB97M-V with the def2-TZVPD basis set).

- Total charge: -2
- HOMO level: -3.22 eV
- LUMO: 3.93 eV
- Kohn-Sham gap: 7.2 eV

Element x y z (Å)
Zn (-0.19449, 0.19797, -1.59553)
O (-6.31184, -2.97009, -2.74748)
C (-5.26721, -3.60529, -2.51575)
O (-5.07697, -4.83782, -2.44807)
C (-4.00136, -2.73883, -2.28144)
C (-2.77356, -3.34306, -2.03302)
C (-1.65576, -2.55702, -1.83384)
N (-1.70681, -1.22523, -1.87070)
C (-2.88061, -0.62589, -2.10203)
C (-4.04370, -1.35005, -2.31168)
C (-2.86121, 0.90678, -2.11797)
O (-3.91163, 1.50073, -2.31735)
O (-1.71039, 1.44654, -1.92407)
H (-2.72589, -4.42266, -2.00258)
H (-0.68027, -2.98719, -1.63776)
H (-4.97530, -0.83708, -2.49781)
O (0.38716, -0.13341, 0.20521)
C (1.19572, 0.53178, 1.08844)
C (0.64092, 0.29631, 2.49063)
C (0.86764, 0.92918, 3.67670)
C (0.15324, 0.33840, 4.75605)
C (-0.59648, -0.72636, 4.35279)
S (-0.44976, -1.01163, 2.67116)
C (2.62504, -0.02083, 1.04084)
C (3.45097, -0.41608, 2.05212)
C (4.71301, -0.88361, 1.58884)
C (4.81425, -0.82614, 0.23230)
S (3.38396, -0.22719, -0.48597)
C (1.22533, 2.03991, 0.84077)
C (0.21970, 2.79631, 0.32418)
C (0.54683, 4.17958, 0.26319)
C (1.79023, 4.44879, 0.74346)
S (2.58525, 3.01682, 1.25005)
H (1.50987, 1.79466, 3.76605)
H (0.18487, 0.70181, 5.77457)
H (-1.25087, -1.33599, 4.95565)
H (3.15849, -0.38030, 3.09159)
H (5.49917, -1.24796, 2.23621)
H (5.64808, -1.12146, -0.38450)
H (-0.71563, 2.38353, -0.02868)
H (-0.11822, 4.93084, -0.13894)
H (2.29522, 5.40016, 0.79495)
O (1.14734, -0.58560, -3.09045)
N (1.77602, 0.50612, -3.24920)
O (2.69712, 0.59921, -4.03954)
O (1.39251, 1.47133, -2.54137)

Atom charges from the Mulliken analysis, given in e for atoms 1 to 6: atom 1 (Zn): 0.832, atom 2 (O): -0.724, atom 3 (C): 0.430, atom 4 (O): -0.749, atom 5 (C): 0.235, atom 6 (C): -0.711

=====

# 2
Entry from the OMol25 dataset: a structure of composition C23H18CoN6O3S2 at a distorted geometry (ωB97M-V with the def2-TZVPD basis set).

- Total charge: -2
- HOMO level (spin up / spin down): 1.37 / -1.20 eV
- Multiplicity: 4
- LUMO (spin up / spin down): 4.34 / 3.33 eV
- Kohn-Sham gap (spin up / spin down): 3.0 / 4.5 eV
- ⟨S²⟩: 3.864

Element x y z (Å)
Co (-0.20890, 0.26710, 0.02810)
C (-1.36550, 4.35730, -0.31300)
O (-0.09140, 4.94150, -0.31860)
C (0.95580, 4.23090, 0.28440)
C (1.96020, 5.04280, 0.81080)
C (3.06400, 4.48060, 1.43260)
C (3.20410, 3.11240, 1.48170)
C (2.23840, 2.25920, 0.90770)
C (2.45410, 0.86840, 0.84590)
N (1.56590, -0.02450, 0.41660)
N (1.93950, -1.30970, 0.37970)
C (0.92340, -2.08150, 0.01620)
O (-0.17430, -1.53140, -0.41470)
C (1.02310, -3.51140, 0.19110)
C (-0.14210, -4.29240, 0.27600)
C (-0.05920, -5.63330, 0.57120)
C (1.17870, -6.24530, 0.75650)
C (2.33870, -5.48240, 0.64950)
C (2.26750, -4.13610, 0.37700)
C (1.04960, 2.82950, 0.33640)
O (0.09510, 2.07460, -0.14130)
H (-2.06420, 5.17150, -0.53300)
H (-1.60010, 3.93100, 0.66750)
H (-1.46110, 3.57200, -1.06980)
H (1.84620, 6.11230, 0.71880)
H (3.81650, 5.11680, 1.88500)
H (4.06190, 2.66480, 1.97110)
H (3.42350, 0.47880, 1.14630)
H (-1.09370, -3.80130, 0.13380)
H (-0.96070, -6.22740, 0.66390)
H (1.24150, -7.30360, 0.98510)
H (3.30420, -5.95850, 0.78300)
H (3.15040, -3.52190, 0.29550)
S (-0.79040, -0.35720, 2.53290)
C (-2.38060, -0.89870, 2.96820)
C (-2.70570, -0.62190, 4.29790)
N (-2.96480, -0.35930, 5.39540)
C (-3.35220, -1.56210, 2.21030)
S (-3.34810, -1.97760, 0.55520)
C (-4.54230, -1.93460, 2.84530)
N (-5.55950, -2.27000, 3.28320)
C (-4.74920, 2.82900, 0.72210)
N (-3.80560, 2.02090, 0.00640)
C (-3.76620, 1.77050, -1.33520)
C (-2.68660, 0.96380, -1.54670)
N (-2.06580, 0.72640, -0.36110)
C (-2.75990, 1.36730, 0.54950)
H (-5.37310, 3.37370, 0.01500)
H (-4.22100, 3.54590, 1.35390)
H (-5.38950, 2.21350, 1.35970)
H (-4.49840, 2.17770, -2.00380)
H (-2.32530, 0.54650, -2.46640)
H (-2.55230, 1.38740, 1.60170)

Atom charges from the Mulliken analysis, given in e for atoms 1 to 6: atom 1 (Co): -0.658, atom 2 (C): -0.480, atom 3 (O): -0.548, atom 4 (C): 0.345, atom 5 (C): -0.744, atom 6 (C): -0.364

=====

Let's list energy relative to the best compared isomer or geometry (same formula, charge and spin) in order: 0.00; 63.59 kcal per mole.